# C47H71IN7O13P

A cluster of 7 separate species, C47H71IN7O13P in total in a non-equilibrium geometry (wB97M-V/def2-TZVPD, OMol25).

Results
E_HOMO in eV: -8.453
Relative energy (zero: lowest compared OMol25 entry of this formula, charge and spin) in kJ/mol: 0.0
SMILES string: NCc1cc2c(cc1CP(=O)(O)O)C(=O)c1c(CCCI)c(C[C@H]3CO3)cc(COc3ccccc3)c1C2=O.CNC(C)=O.CNC(C)=O.CNC(C)=O.CNC(C)=O.CNC(C)=O.CNC(C)=O

Structure (ORCA input):
```
! wB97M-V def2-TZVPD RIJCOSX def2/J DEFGRID3
* xyz 0 1
N -0.748 -8.906 -1.235
C -0.306 -7.852 -2.147
C -0.269 -6.478 -1.520
C 0.953 -5.845 -1.365
C 1.029 -4.566 -0.825
C -0.132 -3.923 -0.430
C -1.359 -4.558 -0.546
C -1.443 -5.829 -1.090
C -2.807 -6.447 -1.230
P -3.497 -6.299 -2.902
O -3.932 -7.578 -3.461
O -2.408 -5.535 -3.793
O -4.715 -5.259 -2.767
C -0.041 -2.553 0.131
O -0.801 -2.175 1.000
C 1.047 -1.702 -0.449
C 0.879 -0.323 -0.616
C -0.420 0.351 -0.272
C -1.589 -0.050 -1.192
C -1.240 -0.052 -2.685
I -1.024 -2.007 -3.524
C 1.954 0.405 -1.137
C 1.892 1.900 -1.327
C 1.903 2.649 0.028
C 2.275 4.084 0.007
O 0.877 3.543 0.269
C 3.126 -0.259 -1.482
C 3.289 -1.629 -1.355
C 4.593 -2.213 -1.844
O 4.513 -3.431 -2.567
C 4.231 -3.256 -3.903
C 2.988 -2.816 -4.337
C 2.741 -2.631 -5.691
C 3.743 -2.900 -6.612
C 4.970 -3.373 -6.182
C 5.218 -3.553 -4.828
C 2.229 -2.360 -0.826
C 2.314 -3.842 -0.639
O 3.338 -4.414 -0.334
H -1.692 -9.198 -1.434
H -0.689 -8.606 -0.271
H -0.969 -7.847 -3.016
H 0.690 -8.085 -2.528
H 1.860 -6.340 -1.687
H -2.242 -4.021 -0.221
H -2.802 -7.499 -0.961
H -3.486 -5.932 -0.551
H -2.063 -4.745 -3.349
H -4.459 -4.342 -2.914
H -0.697 0.120 0.753
H -0.325 1.431 -0.347
H -2.007 -1.010 -0.899
H -2.375 0.693 -1.044
H -2.035 0.404 -3.265
H -0.325 0.490 -2.914
H 0.964 2.186 -1.815
H 2.753 2.234 -1.895
H 2.268 2.085 0.893
H 2.569 4.477 0.972
H 2.070 4.744 -0.821
H 3.939 0.323 -1.899
H 5.275 -2.350 -1.004
H 5.050 -1.467 -2.501
H 2.206 -2.616 -3.616
H 1.761 -2.268 -5.970
H 3.550 -2.750 -7.667
H 5.764 -3.594 -6.883
H 6.178 -3.922 -4.494
C -0.269 -4.068 -10.119
N 0.073 -3.433 -8.861
C -0.563 -2.412 -8.234
C -1.790 -1.835 -8.900
O -0.150 -1.986 -7.166
H -0.470 -5.129 -9.968
H 0.552 -3.972 -10.831
H -1.153 -3.608 -10.547
H 0.878 -3.776 -8.359
H -2.173 -1.038 -8.271
H -1.546 -1.428 -9.882
H -2.562 -2.596 -9.017
C 3.091 3.058 -7.262
N 2.474 2.915 -5.959
C 1.765 1.859 -5.479
C 1.577 0.671 -6.391
O 1.306 1.889 -4.344
H 4.168 3.202 -7.163
H 2.677 3.919 -7.790
H 2.916 2.171 -7.860
H 2.564 3.675 -5.303
H 1.000 -0.075 -5.855
H 1.035 0.946 -7.296
H 2.546 0.246 -6.655
C 0.151 5.745 2.897
N 0.411 6.904 3.734
C 1.308 7.028 4.748
C 2.164 5.824 5.068
O 1.403 8.072 5.372
H 0.334 5.991 1.850
H -0.890 5.434 2.999
H 0.789 4.914 3.173
H -0.127 7.740 3.562
H 2.817 6.086 5.895
H 1.547 4.973 5.357
H 2.775 5.541 4.210
C -0.845 7.305 7.794
N -1.716 7.616 6.676
C -3.048 7.842 6.683
C -3.749 7.768 8.023
O -3.657 8.098 5.653
H -0.075 8.066 7.880
H -0.361 6.339 7.619
H -1.390 7.258 8.726
H -1.292 7.688 5.764
H -4.804 7.973 7.865
H -3.642 6.776 8.463
H -3.337 8.505 8.714
C -3.534 -8.735 4.560
N -2.801 -9.002 3.338
C -2.253 -8.112 2.478
C -2.400 -6.642 2.794
O -1.661 -8.496 1.479
H -3.030 -9.190 5.414
H -4.543 -9.145 4.498
H -3.606 -7.667 4.732
H -2.665 -9.963 3.065
H -1.906 -6.074 2.010
H -3.452 -6.355 2.832
H -1.935 -6.400 3.749
C -2.776 9.424 13.050
N -1.999 8.995 11.904
C -1.311 9.763 11.017
C -1.339 11.259 11.226
O -0.701 9.253 10.092
H -2.373 8.994 13.969
H -3.815 9.106 12.950
H -2.755 10.505 13.138
H -1.939 8.007 11.714
H -0.749 11.719 10.440
H -2.359 11.641 11.173
H -0.912 11.526 12.193
*
```

---

# C47H72Cl4I3NO20PS2

A structure of composition C47H72Cl4I3NO20PS2 in a non-equilibrium geometry (wB97M-V/def2-TZVPD, OMol25).

Results
E_HOMO in eV: -11.013

Structure (ORCA input):
```
! wB97M-V def2-TZVPD RIJCOSX def2/J DEFGRID3
* xyz 1 1
C -5.705 -2.900 1.344
C -4.936 -1.608 1.069
C -3.426 -1.454 0.713
Cl -3.359 0.345 0.429
C -2.253 -1.997 1.615
C -2.916 -2.361 2.950
C -3.662 -1.360 3.827
O -4.700 -2.128 4.480
C -5.094 -1.515 5.642
O -4.499 -1.635 6.701
C -1.884 -3.442 0.972
C -3.088 -4.163 0.397
S -1.577 -4.794 2.291
C -0.581 -3.556 0.071
I -0.072 -5.705 -0.070
I -1.351 -3.613 -2.136
N 0.613 -2.578 0.295
S 1.273 -2.656 -1.393
C 1.994 -2.873 1.057
Cl 3.541 -2.439 0.100
C 2.474 -4.228 1.682
C 1.700 -4.895 2.794
Cl 3.215 -5.445 0.580
C 0.095 -1.141 0.520
C 1.227 -0.111 0.705
C 2.244 0.421 -0.347
C 2.312 0.142 -1.847
I 3.704 1.566 -2.713
C -0.582 -0.608 -0.755
O -0.686 0.808 -0.780
C -0.840 1.315 -2.017
C -0.301 2.701 -2.151
O -1.369 0.721 -2.927
C -0.916 -1.101 1.766
C -0.099 -1.772 2.979
C -0.375 -1.845 4.479
O -0.305 -2.961 4.975
Cl -0.559 -0.540 5.650
P -1.061 0.652 2.446
O -1.159 1.815 1.548
O 0.262 0.957 3.307
O -2.250 0.758 3.466
H -6.756 -2.649 1.297
H -5.588 -3.689 0.622
H -5.578 -3.317 2.332
H -5.252 -0.873 1.789
H -5.427 -1.221 0.185
H -3.335 -1.760 -0.311
H -3.633 -3.146 2.790
H -2.270 -2.840 3.660
H -3.031 -0.970 4.610
H -4.120 -0.505 3.350
H -6.005 -0.912 5.554
H -2.842 -5.127 -0.021
H -3.773 -4.431 1.181
H -3.650 -3.655 -0.370
H -0.949 -4.322 3.384
H 1.767 -3.901 -1.587
H 2.142 -2.226 1.893
H 3.381 -3.922 2.166
H 1.205 -4.194 3.457
H 1.014 -5.667 2.490
H 2.432 -5.399 3.411
H 1.793 -0.261 1.617
H 0.734 0.796 0.996
H 3.243 0.189 -0.007
H 2.289 1.499 -0.285
H 1.429 0.311 -2.445
H 2.768 -0.782 -2.142
H -0.045 -0.836 -1.663
H -1.561 -1.008 -0.986
H -1.103 3.355 -2.454
H 0.534 2.718 -2.837
H 0.059 3.068 -1.200
H 0.898 -1.349 2.971
H 0.028 -2.796 2.670
H 0.780 1.606 2.824
H -2.334 1.669 3.763
O 6.441 3.569 -1.927
C 7.329 2.923 -2.399
O 8.515 3.462 -2.756
C 9.339 2.469 -3.395
C 8.796 1.130 -2.914
C 7.311 1.441 -2.729
H 9.248 2.590 -4.476
H 10.375 2.632 -3.109
H 8.998 0.313 -3.603
H 9.241 0.875 -1.951
H 6.744 1.298 -3.650
H 6.863 0.872 -1.921
O -1.059 7.460 4.455
C -1.254 6.630 3.621
O -0.376 5.634 3.355
C -0.832 4.855 2.230
C -2.333 5.095 2.161
C -2.448 6.526 2.686
H -0.315 5.205 1.334
H -0.588 3.813 2.391
H -2.744 4.950 1.165
H -2.851 4.413 2.839
H -2.333 7.265 1.891
H -3.374 6.701 3.225
O -5.487 11.771 2.661
C -4.472 11.424 3.183
O -3.507 10.736 2.526
C -2.455 10.363 3.438
C -2.562 11.344 4.597
C -4.065 11.623 4.632
H -2.618 9.332 3.753
H -1.498 10.424 2.925
H -2.158 10.952 5.527
H -2.025 12.261 4.356
H -4.602 10.898 5.246
H -4.295 12.632 4.960
O 5.083 2.315 -6.694
C 4.243 3.162 -6.745
O 2.965 2.945 -6.352
C 2.159 4.107 -6.623
C 3.144 5.266 -6.706
C 4.391 4.580 -7.264
H 1.624 3.945 -7.561
H 1.434 4.231 -5.822
H 2.781 6.094 -7.311
H 3.353 5.647 -5.706
H 4.393 4.552 -8.354
H 5.311 5.028 -6.901
O 4.735 -2.404 -3.460
C 4.241 -3.250 -4.139
O 3.433 -4.211 -3.614
C 3.058 -5.160 -4.637
C 3.243 -4.413 -5.952
C 4.405 -3.471 -5.628
H 3.711 -6.030 -4.553
H 2.030 -5.475 -4.474
H 3.427 -5.073 -6.796
H 2.350 -3.827 -6.173
H 5.375 -3.937 -5.805
H 4.342 -2.529 -6.163
O -5.866 -7.220 1.157
C -4.986 -7.884 0.710
O -3.764 -7.362 0.411
C -2.938 -8.358 -0.210
C -3.526 -9.697 0.216
C -5.014 -9.358 0.344
H -2.979 -8.216 -1.293
H -1.910 -8.227 0.123
H -3.308 -10.503 -0.481
H -3.130 -9.981 1.192
H -5.544 -9.470 -0.602
H -5.509 -9.934 1.119
*
```

---

> Among the records above, which one has the lowest E_HOMO?

C47H72Cl4I3NO20PS2

---

> Among the records above, which one has the highest E_HOMO?

C47H71IN7O13P

---

> Which of these has the highest E_HOMO?

C47H71IN7O13P

---

> Among the records above, which one has the highest E_HOMO?

C47H71IN7O13P